{"formula": "C40H95N5O20S5", "method": "the ωB97M-V functional and the def2-TZVPD basis", "species": ["C", "C", "N", "C", "C", "C", "C", "H", "H", "H", "H", "H", "H", "H", "H", "H", "H", "H", "H", "H", "H", "H", "C", "C", "N", "C", "C", "C", "C", "H", "H", "H", "H", "H", "H", "H", "H", "H", "H", "H", "H", "H", "H", "H", "C", "C", "N", "C", "C", "C", "C", "H", "H", "H", "H", "H", "H", "H", "H", "H", "H", "H", "H", "H", "H", "H", "C", "C", "N", "C", "C", "C", "C", "H", "H", "H", "H", "H", "H", "H", "H", "H", "H", "H", "H", "H", "H", "H", "C", "C", "N", "C", "C", "C", "C", "H", "H", "H", "H", "H", "H", "H", "H", "H", "H", "H", "H", "H", "H", "H", "C", "C", "O", "S", "O", "O", "O", "H", "H", "H", "H", "C", "C", "O", "S", "O", "O", "O", "H", "H", "H", "H", "C", "C", "O", "S", "O", "O", "O", "H", "H", "H", "H", "C", "C", "O", "S", "O", "O", "O", "H", "H", "H", "H", "C", "C", "O", "S", "O", "O", "O", "H", "H", "H", "H"], "coordinates": [[-1.98837, -3.74232, -3.03066], [-2.13005, -2.22823, -3.38125], [-3.18922, -1.53978, -2.57627], [-4.54128, -1.93246, -2.92311], [-5.55830, -1.09022, -2.27405], [-2.93538, -1.54841, -1.16261], [-1.54517, -0.95149, -0.82076], [-2.95179, -4.24902, -3.08699], [-1.46091, -3.89755, -2.08948], [-1.44961, -4.27179, -3.81646], [-1.21354, -1.67297, -3.18179], [-2.31065, -2.05154, -4.44156], [-4.57417, -1.82262, -4.00707], [-4.82158, -2.97490, -2.77194], [-5.79645, -1.29988, -1.23125], [-5.31556, -0.02782, -2.29566], [-6.44023, -1.25226, -2.89375], [-2.97259, -2.57141, -0.78818], [-3.65699, -0.99909, -0.55793], [-1.37607, -0.81933, 0.24790], [-1.45437, 0.02339, -1.29979], [-0.71665, -1.61349, -1.07261], [1.18516, 3.46886, -1.42634], [1.39230, 3.13759, 0.03842], [1.94945, 4.15312, 0.96515], [3.13594, 4.79935, 0.47155], [4.32415, 3.84972, 0.05382], [0.97346, 5.16757, 1.35448], [-0.26033, 4.78949, 2.07007], [0.70046, 4.42650, -1.61629], [0.54466, 2.70868, -1.87355], [2.17969, 3.52578, -1.86881], [0.39767, 2.91629, 0.42550], [2.04107, 2.27208, 0.17290], [2.80491, 5.48700, -0.30668], [3.48991, 5.46110, 1.26206], [4.21436, 3.41780, -0.94091], [5.25466, 4.41084, -0.03220], [4.44936, 3.12950, 0.86234], [0.64940, 5.80612, 0.53270], [1.51029, 5.77930, 2.07952], [-0.80933, 5.65892, 2.43170], [0.05910, 4.22188, 2.94407], [-0.87184, 4.06822, 1.52791], [-5.87511, 1.50871, -2.76655], [-5.03777, 2.59347, -2.07209], [-3.94347, 2.10202, -1.20830], [-3.07631, 3.25629, -0.76251], [-3.81488, 4.13189, 0.25812], [-4.28008, 1.13284, -0.20436], [-3.04248, 0.54972, 0.36976], [-5.26978, 0.91288, -3.44969], [-6.62998, 2.06791, -3.31935], [-6.34317, 0.79786, -2.08558], [-4.60978, 3.35870, -2.71966], [-5.74679, 3.14699, -1.45646], [-2.17224, 2.88195, -0.28228], [-2.64692, 3.75706, -1.63024], [-3.11461, 4.91853, 0.53904], [-4.79820, 4.50372, -0.02980], [-4.13802, 3.63882, 1.17494], [-4.78899, 0.23398, -0.55242], [-4.86838, 1.57528, 0.59953], [-2.31239, 1.17624, 0.88216], [-2.47634, 0.19709, -0.49235], [-3.37145, -0.24774, 1.03606], [-2.13930, 0.74765, 4.39608], [-2.27967, 0.37506, 2.95482], [-2.21001, -1.06505, 2.65118], [-0.79521, -1.52685, 2.64767], [-0.55316, -2.85454, 2.01872], [-3.19161, -1.83968, 3.42458], [-4.59139, -1.43018, 2.89659], [-1.16380, 0.35330, 4.68068], [-2.97407, 0.30739, 4.94147], [-2.12993, 1.83642, 4.34524], [-3.21861, 0.76352, 2.56039], [-1.55070, 0.92312, 2.35788], [-0.52319, -1.66397, 3.69422], [-0.12012, -0.82562, 2.15711], [0.51822, -3.05219, 2.05295], [-0.93382, -2.84520, 0.99739], [-1.10852, -3.66138, 2.49693], [-3.10108, -2.85869, 3.04843], [-3.06052, -1.86523, 4.50637], [-5.32036, -1.69116, 3.66379], [-4.75180, -0.35497, 2.97587], [-4.85565, -1.87773, 1.93848], [2.73086, -2.00894, 0.00945], [2.89158, -0.52350, 0.43572], [1.68889, 0.35267, 0.15450], [0.40989, 0.06349, 0.77302], [-0.40106, 1.37087, 0.95725], [1.54864, 0.50243, -1.29347], [2.78199, 1.32355, -1.91078], [2.93868, -2.07338, -1.05860], [1.83541, -2.60699, 0.17853], [3.56594, -2.45922, 0.54611], [3.17604, -0.37782, 1.47781], [3.80009, -0.20327, -0.07434], [-0.14673, -0.72785, 0.27097], [0.65643, -0.25978, 1.78436], [0.13595, 2.07710, 1.59044], [-0.76771, 1.86485, 0.05744], [-1.23118, 1.25041, 1.65330], [0.68542, 1.13714, -1.49373], [1.46101, -0.47238, -1.77325], [3.02830, 2.23421, -1.36475], [2.44006, 1.58902, -2.91113], [3.68213, 0.71273, -1.97960], [-2.54500, 0.97898, -3.33436], [-1.83316, 1.69742, -2.17262], [-0.55866, 1.99298, -2.76876], [0.02503, 0.67525, -3.64128], [0.47132, -0.48455, -2.86222], [0.91481, 1.20623, -4.70027], [-1.52881, 0.42703, -4.16717], [-3.06012, 1.59907, -4.06801], [-3.28151, 0.20986, -3.10173], [-1.69523, 1.15312, -1.23838], [-2.34467, 2.63123, -1.93925], [2.41486, 1.91711, 2.13110], [1.64025, 2.06303, 3.49176], [2.50082, 1.38942, 4.33804], [4.07374, 1.37034, 3.88290], [4.75735, 0.17586, 4.39911], [4.70626, 2.69375, 3.94555], [3.55235, 1.13499, 2.32676], [2.63400, 2.89282, 1.69745], [1.81842, 1.44109, 1.35279], [0.62142, 1.69297, 3.37720], [1.57372, 3.11601, 3.76548], [6.32843, -1.24193, -2.51823], [5.56179, -0.61621, -1.33992], [5.08016, -1.69745, -0.59210], [4.78152, -3.02839, -1.58314], [3.30394, -3.26597, -1.77367], [5.59822, -4.17289, -1.26269], [5.43610, -2.27546, -2.93575], [7.26188, -1.72145, -2.22356], [6.45791, -0.48755, -3.29428], [4.64448, -0.11002, -1.64061], [6.18091, 0.13468, -0.84906], [4.89138, -4.66873, 1.76799], [3.52457, -4.17146, 2.34268], [3.90510, -2.91956, 2.92510], [5.30805, -2.19613, 2.40276], [6.05400, -1.60824, 3.51723], [5.01176, -1.42982, 1.21613], [5.92805, -3.70994, 2.00253], [4.84794, -4.69532, 0.67918], [5.16813, -5.59050, 2.27970], [3.12760, -4.88650, 3.06326], [2.78581, -4.02871, 1.55404], [0.10131, -4.21141, -1.77524], [1.64866, -4.25549, -1.51525], [1.88218, -5.26109, -0.53055], [0.63700, -5.22369, 0.52012], [0.95569, -4.35142, 1.70554], [0.02499, -6.52018, 0.88736], [-0.44263, -4.46548, -0.50780], [-0.24787, -5.00683, -2.43361], [-0.35794, -3.30002, -2.15806], [2.15542, -3.34773, -1.18772], [2.18346, -4.61916, -2.39266]], "forces_ev_per_angstrom": [[-2.166, 0.578, -1.325], [-0.588, -0.365, 1.191], [0.126, -1.362, -0.492], [1.170, -0.657, -0.577], [-0.482, -0.105, 0.197], [1.226, -1.358, 0.407], [-0.035, -3.527, -0.711], [-0.337, 0.228, 0.359], [-3.737, -0.009, -1.115], [0.496, 0.221, 0.016], [-0.060, -0.567, 0.017], [-0.324, -0.203, 0.017], [-0.302, 0.219, -0.249], [0.401, -0.575, 0.308], [-0.023, -0.624, -0.010], [0.819, -2.898, 0.146], [-0.506, 0.374, 0.311], [0.103, -0.476, 0.323], [-0.089, -0.970, -1.130], [-2.008, -0.793, -0.796], [1.514, -2.603, -0.230], [-0.054, -0.210, -0.710], [0.792, 1.348, 0.536], [-0.427, 2.214, -0.217], [-1.980, 0.873, -1.161], [0.960, 0.325, -0.357], [-0.805, 1.112, 0.326], [1.163, 1.104, -0.145], [-0.225, -1.852, 1.030], [-0.179, 0.277, 0.254], [1.344, 1.276, 0.499], [-0.636, 0.411, -0.635], [1.695, 1.013, -0.627], [-0.741, 0.726, -1.031], [0.475, 0.109, -0.724], [0.197, -0.069, 0.192], [-0.205, -0.216, 0.355], [-0.086, 0.288, 0.293], [0.166, -0.321, -0.385], [0.384, 0.318, -0.588], [0.160, 0.508, -0.223], [-0.113, -0.100, -0.334], [-0.248, 0.049, 0.396], [-0.497, 0.406, -0.244], [0.079, 2.441, -0.631], [-0.120, -0.344, 1.387], [-0.467, 1.103, -1.158], [-3.078, -0.108, 3.134], [0.093, 0.372, 0.034], [0.043, 0.996, 1.295], [-0.568, 1.658, 0.059], [-0.288, 0.689, -0.478], [-0.173, -0.175, -0.173], [-0.721, 1.652, -0.003], [-0.025, -0.323, -0.534], [-0.318, 0.256, 0.214], [-0.427, 0.082, 0.355], [-1.130, 1.604, 0.386], [-0.419, 0.377, 0.115], [0.363, 0.537, -0.771], [0.768, -0.657, 0.123], [-0.473, 0.987, -0.435], [-0.656, 0.125, 0.216], [-2.324, 0.089, -0.865], [-2.443, 1.508, 2.326], [0.698, -0.068, -0.448], [0.384, -0.123, -0.774], [-1.511, -1.135, 0.832], [0.810, 1.049, -0.064], [-2.044, -0.850, 2.035], [-1.971, 2.337, 0.373], [-0.135, -0.251, -2.560], [-0.188, 0.253, 2.227], [-0.099, 0.177, 0.803], [0.257, 0.406, 0.496], [-0.100, 0.107, 0.927], [-0.135, 0.030, 0.546], [-1.990, -2.589, 4.930], [0.597, 0.286, 0.478], [-2.827, -1.754, 2.171], [-1.640, 2.225, 0.470], [0.336, 0.032, -0.188], [0.255, -0.034, 0.308], [0.307, -0.246, 0.427], [-0.092, 0.333, 0.178], [-0.301, -0.841, -0.165], [0.286, 0.184, -0.834], [0.148, 0.260, 0.077], [-0.391, 2.619, 1.633], [-2.753, -0.587, 0.799], [1.473, -1.105, -2.335], [2.608, 1.398, -0.184], [0.580, -0.453, 0.624], [3.390, 1.334, 2.572], [-1.019, -1.389, -0.007], [-1.406, 2.438, 2.290], [-0.317, 1.090, 0.890], [-0.938, -0.508, -0.475], [-0.871, -0.755, -0.590], [-1.104, 0.810, 0.098], [2.045, 0.651, 0.996], [1.927, 1.459, -1.321], [0.043, -0.577, -0.341], [0.474, -0.392, 0.217], [2.681, 1.281, -4.501], [0.437, -0.888, 0.815], [1.549, 0.887, 1.885], [-0.007, -1.073, -0.188], [0.588, 0.132, -0.109], [-0.942, 0.544, -0.410], [-0.622, 0.934, -0.501], [-0.174, 0.236, -2.669], [0.978, -2.188, -1.544], [-1.532, 0.840, -2.335], [-3.750, 1.206, -5.974], [-2.407, -1.356, 2.688], [2.718, -1.203, -0.533], [0.029, 1.095, 0.528], [0.936, 0.093, 0.467], [-0.228, 1.848, -1.127], [2.506, -2.134, -2.554], [-1.225, 1.013, 0.739], [1.492, 1.253, -2.329], [1.177, -1.117, 3.131], [0.093, -0.175, -1.349], [-2.364, 3.472, -0.851], [-1.328, -2.397, 0.329], [2.605, -0.144, 2.525], [0.641, -0.721, 1.560], [0.861, -0.248, 1.432], [0.249, -0.779, 0.904], [0.040, 0.078, 0.159], [-0.818, 0.431, 0.843], [0.593, 0.397, -1.932], [1.028, -4.134, -5.918], [1.615, 1.461, -2.453], [12.750, -0.026, -4.870], [-1.059, 1.450, 0.158], [-1.129, -1.282, 0.456], [0.169, 0.348, 0.079], [-0.025, -0.435, -0.253], [1.098, -0.196, -0.546], [0.027, -0.636, 0.953], [-0.474, 0.110, -0.494], [2.112, 0.315, -0.945], [0.122, 1.715, 0.701], [-0.007, -1.793, 2.169], [-1.177, -2.241, -2.876], [1.781, -0.019, 7.728], [-0.057, 2.197, 0.761], [-0.192, -0.996, 0.302], [0.286, 0.019, -0.473], [0.100, 0.558, 0.407], [0.812, 0.141, 0.538], [4.140, -1.090, 0.452], [-4.557, -1.594, -1.524], [-1.678, -0.833, 1.818], [-1.463, -0.746, 2.740], [1.378, -7.048, -5.180], [1.873, 2.790, -1.510], [0.793, -0.843, 2.614], [0.747, -0.177, 0.001], [2.577, 0.495, 0.497], [-4.442, -1.452, 0.688], [-0.766, -0.187, 0.012]], "lowdin_charge": [-0.08, -0.16, -0.20, -0.25, -0.13, -0.16, -0.14, 0.09, 0.00, 0.10, 0.07, 0.12, 0.13, 0.11, 0.10, -0.03, 0.11, 0.14, 0.08, 0.06, 0.05, 0.09, -0.06, -0.26, -0.22, -0.21, -0.02, -0.25, -0.07, 0.09, 0.02, 0.07, 0.05, 0.08, 0.11, 0.12, 0.05, 0.08, 0.07, 0.11, 0.12, 0.09, 0.06, 0.06, -0.09, -0.18, -0.18, -0.23, -0.04, -0.19, -0.17, 0.07, 0.10, 0.06, 0.13, 0.10, 0.09, 0.13, 0.07, 0.07, 0.07, 0.09, 0.12, 0.05, 0.00, 0.08, -0.05, -0.30, -0.15, -0.22, -0.09, -0.21, -0.07, 0.08, 0.07, 0.08, 0.09, 0.01, 0.13, 0.03, 0.04, 0.07, 0.10, 0.11, 0.11, 0.07, 0.06, 0.08, -0.06, -0.10, -0.20, -0.16, -0.07, -0.21, -0.01, 0.03, 0.09, 0.06, 0.09, 0.09, 0.07, 0.11, 0.07, 0.08, -0.01, 0.07, 0.07, 0.02, 0.07, 0.04, -0.13, -0.20, -0.25, 0.83, -0.31, -0.23, -0.20, 0.14, 0.09, 0.06, 0.04, -0.25, -0.15, -0.19, 0.78, -0.25, -0.25, -0.23, 0.06, 0.04, 0.11, 0.12, -0.14, -0.16, -0.34, 0.92, -0.38, -0.20, -0.19, 0.13, 0.14, 0.07, 0.16, -0.15, -0.15, -0.19, 0.81, -0.24, -0.30, -0.20, 0.08, 0.13, 0.14, 0.06, -0.21, -0.19, -0.14, 0.84, -0.37, -0.24, -0.20, 0.13, 0.08, 0.00, 0.15], "homo_lumo_gap_ev": 7.7923, "homo_energy_ha": -0.27418, "relative_energy_ev": 36.9959, "largest_force_ev_per_a": 13.65, "energy_ha": -5349.005918}